Entry 1:
ORCA calculation (wB97M-V/def2-TZVPD) on a structure of composition C3H3LiO3Ru at a distorted geometry.

Properties
⟨S²⟩: 8.80
2S+1: 6
Charge: +1
HOMO level (alpha / beta) (eV): -12.16 / -13.28

Last column: Mulliken spin population.
CARTESIAN COORDINATES (ANGSTROEM)
O -1.31629 -1.04908 -0.82828  0.221
C -0.72116 -2.06349 -0.54969  0.523
C 0.44510 -1.97628 0.29121  0.326
Li -1.88572 -0.33023 -2.31720  0.007
Ru 0.36793 -0.00587 -0.45241  3.751
H -0.99269 -2.46481 0.46672  0.041
H 0.51251 -2.29115 1.32772  0.008
O 1.58640 2.14479 0.94623  0.012
C 0.59957 2.00602 0.05123  -0.043
O -0.12986 2.96696 -0.16157  0.135
H 1.53422 3.06313 1.22603  0.019

***

Entry 2:
ORCA calculation (wB97M-V/def2-TZVPD) on the ion C9H17N3O with charge +2 at a distorted geometry.

Properties
SMILES: [NH2+]=C[N+]1(N[C@@H]2CCCOCC2)C=C1
Charge: +2
HOMO level (eV): -14.62
Energy relative to the best compared isomer or geometry (same formula, charge and spin) (kcal/mol): 162.04

Last column: natural (NBO) charge in e.
CARTESIAN COORDINATES (ANGSTROEM)
N -3.40468 -1.96298 -0.37680  -0.578
C -3.24684 -0.86553 0.32050  0.453
N -2.26794 0.18020 0.05956  -0.172
N -1.08293 -0.34639 -0.53811  -0.451
C 0.14741 -0.10980 0.20064  -0.077
C 0.77836 1.23772 -0.27415  -0.412
C 2.19849 1.57292 0.07354  -0.447
C 3.22710 0.57191 -0.53906  -0.094
O 3.30561 -0.78688 -0.18692  -0.519
C 2.33425 -1.17417 0.78238  -0.092
C 1.01407 -1.41769 -0.02528  -0.419
C -2.87984 1.43693 -0.34636  0.051
C -2.37798 1.41725 0.81175  0.064
H -4.15998 -2.71129 -0.10742  0.516
H -2.85293 -2.04682 -1.25021  0.477
H -3.88245 -0.64179 1.17576  0.263
H -1.01864 -0.07922 -1.47001  0.392
H -0.06682 -0.28099 1.21352  0.208
H 0.17381 1.94533 0.11438  0.190
H 0.61294 1.25044 -1.36273  0.201
H 2.38969 2.59036 -0.36254  0.267
H 2.41480 1.38181 1.20793  0.222
H 3.15725 0.66517 -1.66969  0.181
H 4.35830 0.96332 -0.35014  0.219
H 2.32972 -0.31488 1.57664  0.182
H 2.59773 -2.19390 1.25228  0.233
H 1.28487 -1.67285 -1.12389  0.261
H 0.34658 -2.14082 0.55442  0.202
H -3.36306 1.70318 -1.24538  0.311
H -2.06690 1.82948 1.88538  0.369